Entry 1:
One molecule with the formula C4H6N2S2. Source: the Open Molecules 2025 dataset; level of theory: ωB97M-V with the def2-TZVPD basis set.

The geometry in XYZ format:
```
14
Properties=species:S:1:pos:R:3:forces:R:3:nbo_charge:R:1
S 1.721501 1.084567 -2.020881 0.030 0.108 -0.181 -0.0369
H 0.416010 3.329796 -0.470751 -0.267 -0.374 0.602 0.1615
N 0.208134 -0.486608 -0.346957 -0.164 0.018 -0.343 -0.2587
N -0.074076 -1.584619 -1.081318 -0.019 0.092 0.109 -0.1812
H -1.346465 0.250846 0.961550 0.242 -0.168 -0.003 0.2133
H -1.153456 -3.229034 -1.268982 -0.037 -0.386 0.082 0.1966
C 0.901671 0.631088 -0.716358 -0.228 -0.434 0.397 0.0978
C -0.273866 0.012830 0.941729 0.033 0.073 0.047 -0.2364
C -0.911745 -2.415955 -0.608643 -0.186 0.489 -0.076 -0.1276
H -1.468606 -2.291287 0.329841 0.301 -0.015 -0.174 0.1631
S -0.224389 2.839152 0.641494 0.360 0.238 -0.482 -0.0269
H 0.023642 -0.624260 1.774959 -0.098 0.092 0.086 0.2076
H 1.560780 1.236624 1.204055 -0.095 0.215 0.370 0.2386
C 0.620865 1.246860 0.660263 0.130 0.050 -0.434 -0.4108
```
Forces are in eV/Å.

## Properties
SMILES ... C=NN1C[C@H](S)C1=S
Lowest unoccupied orbital energy ... 0.1 eV
HOMO-LUMO gap ... 0.3227 Ha
Energy relative to the best compared isomer or geometry (same formula, charge and spin) ... 56.28 kcal/mol



Entry 2:
C19H52NO24P2S5Zr as an isolated structure. Source: the Open Molecules 2025 dataset; level of theory: ωB97M-V with the def2-TZVPD basis set.

The geometry in XYZ format:
```
104
Properties=species:S:1:pos:R:3:forces:R:3:lowdin_charge:R:1
H 5.907391 -1.958173 2.784432 -0.042 0.018 0.012 0.0725
S 4.146327 -1.592390 1.272744 3.563 -1.641 1.719 0.7347
H -2.121802 2.092620 -2.513232 0.078 0.158 0.443 0.0626
H 1.331768 2.738856 -2.160432 0.320 -0.461 -0.370 0.1085
O -6.416562 0.217922 -0.781876 1.276 -0.632 -1.257 -0.2836
C -4.031658 0.535544 5.027211 -0.395 1.071 0.757 -0.0714
H 2.251203 -6.261106 2.461333 -0.044 0.124 0.588 0.0928
H -5.105616 0.631716 4.867605 -0.225 -0.849 0.499 0.0901
H 4.632778 -0.079279 -0.868625 0.364 -0.063 -0.065 0.1112
C -1.479214 2.580159 -3.246358 0.317 -0.740 1.231 -0.0434
O 2.740635 -1.404906 1.493198 0.219 -0.241 -1.553 -0.3865
Zr 0.762230 -1.032167 2.493180 0.088 -0.809 -2.505 1.7217
O 0.218552 -1.445055 0.523459 0.402 -0.377 -3.916 -0.4611
O -2.810316 3.662645 4.435752 -0.442 0.003 -1.702 -0.2931
H -3.584902 -0.719754 -5.161687 0.080 0.296 -0.050 0.0757
O -5.167249 -1.938731 -0.782566 0.161 0.803 -0.481 -0.3039
O 1.833438 -2.253841 3.830579 2.493 -3.529 0.602 -0.3256
H -0.924521 1.731266 -3.646098 -0.036 0.315 -0.639 0.0778
H 5.573323 -2.506774 -2.874389 -0.076 0.111 -0.044 0.0686
O 0.924487 0.625362 1.334077 4.485 4.246 -2.348 -0.4371
C 5.809579 -1.966137 -3.790901 -0.998 0.930 -0.844 -0.0361
S -1.308542 -4.115571 2.495623 -2.080 0.637 -1.655 0.7431
H 0.839495 3.459235 -0.809991 -0.283 1.445 -0.018 0.1661
O 1.899738 0.037783 3.892804 2.524 3.690 -1.098 -0.2947
H -1.830166 7.604976 -2.449273 0.013 -0.904 -0.804 0.0719
H 5.940042 0.855280 0.041133 0.043 0.415 -1.421 0.1347
O -0.686016 -5.176013 1.404230 -1.346 1.034 0.776 -0.2374
H -2.225474 4.895591 -2.392115 -0.450 -0.610 -0.179 0.1245
O -0.595537 5.836169 -1.817440 0.297 2.442 0.846 -0.2110
H 4.157799 2.502469 0.799638 0.354 -0.458 0.355 0.0900
S -5.187987 -0.511854 -1.022821 0.553 0.677 1.828 0.6584
O 2.004544 1.184172 -3.423425 0.914 -1.847 -1.329 -0.3274
H 1.149837 -4.368963 1.464833 0.297 0.104 0.187 0.1020
H 2.919983 1.443035 0.150069 -0.030 -0.191 0.044 0.0522
S 2.394502 -0.115537 -4.005420 -1.030 -0.759 1.037 0.6975
H 1.042982 -5.661195 0.363335 -0.615 -0.320 -0.097 0.1329
C -1.358835 4.630336 -1.786580 -0.445 1.858 -2.167 -0.1836
N 0.503607 3.004517 -1.646955 0.119 -0.328 -0.709 0.2325
O 3.973972 -0.354036 -3.641882 -1.526 1.033 -0.727 -0.2734
H 6.524920 -1.168572 -3.590186 -0.115 0.065 0.207 0.0725
O -0.479326 -2.896351 2.566960 -0.838 -2.635 0.331 -0.4129
C -3.514748 -0.995812 -2.975670 2.195 0.515 -2.070 -0.2747
H -1.972520 -0.531760 -4.391244 -0.019 0.357 -0.348 0.0670
O -4.583891 -0.205338 -2.512759 -1.764 -0.304 1.032 -0.2681
H -0.523301 8.010348 -1.496467 0.452 -0.784 0.698 0.0812
H -1.826946 2.476701 0.974193 -1.039 0.155 0.138 0.0245
H 3.816776 -2.173131 -4.667363 -0.177 0.120 0.061 0.1056
H -3.627281 -0.389940 5.437148 -0.543 -0.205 -0.139 0.0914
H 1.570171 -0.952858 -1.904111 0.365 0.050 0.066 0.0448
H 2.276024 -2.345024 -2.784614 0.047 0.260 -0.501 0.0798
H -3.794875 1.321550 5.744309 0.208 0.101 -0.040 0.0786
H -2.013267 7.125675 -0.836732 0.536 0.129 0.519 0.0815
C -1.762951 3.065375 1.889326 -0.182 0.701 2.149 -0.0744
H -2.193584 3.067338 -3.910014 0.624 0.040 -0.427 0.0989
P -0.240967 0.076817 0.501882 -0.431 -1.480 -1.998 0.1255
O -4.109981 4.468432 2.381033 1.277 -2.386 1.621 -0.3213
O -1.742624 -4.794773 3.692415 1.108 0.631 -0.897 -0.2547
H 0.120611 2.168639 -1.228945 -0.833 -1.809 0.125 0.0577
C 3.961797 1.744498 0.041245 -0.341 0.793 -0.772 -0.0602
H 0.628163 -5.947255 3.332046 0.707 -0.242 0.417 0.0817
H 4.081330 2.289049 -0.895383 -0.174 0.011 -0.311 0.0768
H 0.717039 -1.499373 -3.286880 -0.007 -0.636 0.019 0.0619
H -3.327792 -2.883554 2.160486 -0.330 -0.422 0.029 0.0687
C 4.516130 -1.356320 -4.488990 2.520 -1.656 0.239 -0.2782
O -0.835580 0.743719 -0.780201 1.643 -1.011 2.873 -0.3409
H -3.375438 -4.530371 1.244624 -0.119 0.366 0.159 0.0763
C -3.035950 -0.304533 -4.316501 -0.873 -0.883 1.536 -0.0425
O 2.049820 -0.478813 -5.393088 1.075 1.199 2.589 -0.2909
H -3.599171 -0.065786 3.065820 -0.247 0.341 -0.477 0.1064
H 4.607277 -3.080955 3.216929 -0.495 0.201 -0.431 0.0853
C -1.253144 7.209259 -1.613481 -0.430 -1.947 -0.321 -0.0161
H -3.270524 0.745371 -4.141046 0.407 0.038 -0.587 0.0578
H -2.374969 0.956217 3.716143 0.046 0.062 0.058 0.0982
H -4.385901 0.743454 0.879714 0.174 -0.541 0.217 0.0550
O 2.087932 -1.001681 6.303687 -0.491 -0.936 -3.647 -0.2795
H 6.316120 -2.631463 -4.490090 -0.232 -0.140 -0.032 0.0738
C 4.891721 0.564979 -0.028392 0.503 1.383 -0.071 -0.2770
C 4.827693 -2.065113 2.888919 0.373 1.090 -0.648 -0.0878
O -4.080335 1.964764 3.061239 0.326 1.906 -0.465 -0.2900
H -3.099787 -0.437573 0.155672 -0.082 0.364 0.434 0.0385
C -3.454923 0.809641 3.698998 1.432 0.329 -0.592 -0.2988
H 4.780598 -0.915707 -5.450245 -0.032 -0.017 0.055 0.1188
O 4.714096 -2.578191 0.317892 -1.940 2.744 0.949 -0.2877
C 1.724909 -1.409630 -2.881607 -0.854 1.418 -0.468 -0.0755
H -1.038518 2.555037 2.524037 -0.196 -0.175 0.159 0.0430
C -2.848335 -3.613406 1.508165 2.426 -0.117 0.870 -0.0404
C 1.161499 -6.265936 2.436445 0.030 -0.955 0.026 -0.0597
H 0.861450 -7.284054 2.188438 -0.103 -0.103 0.222 0.0891
H -3.672206 -2.045180 -3.224931 -0.830 0.024 0.660 0.1203
H -2.418052 -3.066565 0.669165 -0.161 -0.242 -0.182 0.0570
O -0.938844 -0.135415 1.831258 -7.210 0.703 2.696 -0.4397
O 0.212726 -1.097877 4.448859 -6.094 -0.036 2.612 -0.2158
S -3.291209 3.458440 3.080257 0.351 -1.242 -1.754 0.7252
C 0.723825 -5.367108 1.363216 0.798 1.745 -0.669 -0.2942
O 4.879584 -0.103766 1.195464 -1.791 -4.063 1.729 -0.2367
H 4.447807 -1.299818 3.565752 0.044 -0.243 0.180 0.0617
P 1.690763 -1.114730 4.842440 2.372 0.482 6.474 0.0265
C -0.536018 3.599391 -2.595952 -0.769 0.924 1.250 -0.2507
H -1.329420 4.053262 1.733664 -0.289 0.132 -0.218 0.0469
H 0.047147 4.114815 -3.359076 -0.194 0.166 0.164 0.1524
H -2.632723 -0.909167 -2.341146 -0.275 -0.104 0.655 0.0985
H -3.518410 1.159196 -0.573599 0.147 -0.201 -0.060 0.0500
H -1.782708 4.327293 -0.829191 0.623 -0.226 0.379 0.1209
C -3.875523 0.315466 0.016894 -1.204 -0.457 -1.417 -0.0843
```
Forces are in eV/Å.

## Properties
Multiplicity ... 2
Lowest unoccupied orbital energy (spin up / spin down) ... -0.1 / -2.6 eV
HOMO-LUMO gap (spin up / spin down) ... 0.3270 / 0.2344 Ha



Entry 3:
One molecule with the formula C4H5NO. Source: the Open Molecules 2025 dataset; level of theory: ωB97M-V with the def2-TZVPD basis set.

The geometry in XYZ format:
```
11
Properties=species:S:1:pos:R:3:forces:R:3:nbo_charge:R:1
C -1.506451 0.074384 0.409264 -0.145 0.828 0.380 -0.3979
O 1.598693 -0.403646 -1.036630 -0.442 -0.140 -0.474 -0.3424
H -0.562977 -1.289980 -0.899147 1.518 -0.164 -1.486 0.2155
C 0.413052 -0.946259 -0.439255 -0.472 -0.238 -0.017 -0.1504
N 1.850508 0.819388 -0.436167 -0.427 0.055 0.386 -0.0452
H 0.949010 2.097620 0.880282 0.072 -0.287 0.095 0.2262
H -2.144890 0.374961 1.219385 -0.030 0.977 0.039 0.2045
H -2.016765 -0.202367 -0.514271 0.032 -0.999 0.592 0.2043
H 0.701993 -1.832131 0.136671 0.125 0.309 0.346 0.2042
C -0.153661 0.143083 0.351059 -0.363 -0.121 0.015 -0.0674
C 0.930770 1.113315 0.424522 0.131 -0.221 0.124 -0.0513
```
Forces are in eV/Å.

## Properties
SMILES ... C=C1C=NOC1
Lowest unoccupied orbital energy ... 0.0 eV
HOMO-LUMO gap ... 0.3227 Ha
Energy relative to the best compared isomer or geometry (same formula, charge and spin) ... 97.17 kcal/mol



Entry 4:
C37H50InN5O7PTe as an isolated structure. Source: the Open Molecules 2025 dataset; level of theory: ωB97M-V with the def2-TZVPD basis set.

The geometry in XYZ format:
```
102
Properties=species:S:1:pos:R:3:forces:R:3:lowdin_charge:R:1
C 3.039467 2.451271 -0.373018 -0.005 0.075 -0.008 -0.0893
H -4.795587 0.234838 3.976453 -0.016 -0.012 -0.002 0.1043
In -0.067346 -0.783646 -0.179918 0.288 0.213 0.176 0.6350
H 1.818542 2.122329 -2.585821 0.027 -0.028 0.009 0.0687
H 1.738700 2.342965 2.795623 -0.011 -0.020 0.033 0.0572
H -4.670567 0.672942 -1.776553 0.070 -0.048 0.038 0.1326
C -4.308769 0.155507 1.883788 -0.030 -0.031 -0.072 -0.0075
H -0.183457 -5.131035 -7.496842 0.001 0.003 -0.006 0.0731
H 0.162353 5.685269 0.936207 -0.012 0.045 0.016 0.0571
C -0.837707 5.261130 0.880077 -0.013 -0.037 0.038 -0.0851
C -2.398066 -1.687227 2.549086 -0.161 -0.067 0.108 -0.1771
C 0.814384 4.598873 -2.001429 -0.050 -0.023 -0.002 -0.0814
H -0.618215 0.276252 2.512494 0.019 -0.002 0.018 0.0709
P 0.274735 2.632102 0.122096 -0.067 0.590 0.105 0.8798
O 2.219239 -0.705010 -0.809012 -0.301 -0.122 0.369 -0.1294
C 2.306870 -1.386266 4.302282 -0.046 -0.022 -0.125 -0.1503
H 0.750953 -5.823312 -5.036967 0.001 -0.018 0.022 0.1121
H 1.766536 -0.210628 6.026927 0.000 0.010 -0.001 0.1136
O 0.949545 -1.079053 -2.504105 -0.152 0.128 -0.034 -0.1123
C -1.714716 -3.538381 -5.087615 0.088 -0.020 -0.019 -0.0286
C 0.072486 -5.051944 -4.683082 0.021 0.063 -0.062 -0.0325
H 3.817038 -1.597414 5.833838 -0.022 0.000 0.008 0.0992
H 3.390061 2.158562 2.203729 -0.007 0.041 -0.016 0.0916
H 4.041022 2.380361 0.061861 -0.013 0.039 0.019 0.0911
H 1.098919 -3.265779 1.050907 0.042 -0.106 0.057 -0.0353
H -2.788593 3.617507 0.118709 -0.015 -0.007 0.000 0.0628
N 2.068317 -1.229930 -1.961182 0.018 0.075 -0.147 -0.5660
C -0.516500 3.534768 2.659794 -0.006 -0.022 -0.018 -0.0924
C -4.162765 -0.208410 3.217480 0.040 -0.006 -0.011 -0.0412
O -0.799537 -3.320634 1.946046 0.025 -0.057 0.185 -0.2272
H -3.100241 -1.551256 -4.198904 -0.006 0.014 -0.055 0.0752
H 2.762255 1.454786 -0.707159 0.048 -0.070 -0.024 0.0549
C -1.098859 -5.183105 -6.903607 0.062 0.049 0.039 -0.0655
C 0.158560 3.255122 -1.680488 -0.167 -0.241 0.104 -0.5834
C -1.338989 3.325720 -2.024369 0.051 0.010 -0.003 -0.0937
C -0.868485 3.761043 1.182545 0.059 -0.133 -0.114 -0.5729
H 2.567323 -4.050293 0.725920 -0.037 -0.013 0.012 0.1006
H 1.728276 -4.389722 -1.866206 0.038 -0.009 -0.019 0.0315
O -1.271561 -3.020540 4.128499 0.025 0.094 0.006 -0.0012
Te -0.856517 -3.333366 -0.771534 -0.095 0.021 -0.477 1.2355
H -1.368279 -6.237377 -6.810462 -0.019 -0.005 -0.054 0.0740
C 2.071516 2.964550 0.703371 -0.183 -0.302 -0.138 -0.5798
H 3.489350 4.471818 1.256656 0.003 -0.015 -0.011 0.0878
N -2.499501 -1.294749 1.284191 0.156 0.262 0.117 0.1387
H -3.048269 -1.498366 4.560967 0.009 0.000 0.013 0.1166
O 2.965500 -1.850861 -2.485695 0.236 -0.025 -0.121 0.0580
C 2.596118 -2.799607 2.319324 0.031 -0.107 -0.090 -0.2377
N 0.848017 -1.133174 2.379515 -0.034 0.446 -0.204 0.1045
H 2.230352 5.089192 0.188435 0.035 0.029 0.006 0.0585
C -3.525657 -0.070485 -0.490785 0.009 0.066 0.044 -0.4514
H -1.921207 -1.098262 -2.948609 -0.093 -0.309 -0.333 0.0484
H -1.286159 3.999463 3.283582 -0.010 0.020 -0.028 0.0839
N -0.276067 1.201676 0.337329 0.241 -0.866 -0.389 -0.2753
H -1.452982 3.378315 -3.110866 0.031 0.014 -0.003 0.0852
H 5.140891 -3.229013 4.528331 -0.012 -0.022 0.024 0.0960
C -2.307349 3.246814 1.020813 0.004 -0.014 -0.026 -0.1003
H -0.499616 2.468008 2.886179 0.016 0.027 0.033 0.0576
C 3.494498 -1.920418 4.851717 0.064 -0.037 0.059 -0.0704
H -2.454992 -3.108087 -5.755636 -0.026 -0.017 0.008 0.1043
C 1.889353 -1.756560 3.001256 0.050 0.052 0.137 -0.1292
C 2.420749 4.419240 1.025295 -0.049 -0.028 -0.004 -0.0846
H -1.847624 2.425358 -1.675192 -0.050 0.016 -0.033 0.0672
C 0.157487 -0.248037 3.057511 0.138 0.026 0.022 -0.1902
H -1.891105 -4.677219 -7.455700 -0.002 0.000 -0.006 0.0656
H 3.103306 3.117026 -1.231672 0.014 -0.008 -0.020 0.0617
H 0.438197 3.970541 2.942377 0.018 -0.017 0.028 0.0582
H 4.304490 -4.063689 2.363619 0.013 0.010 -0.012 0.1041
C -0.908803 -4.572844 -5.539226 0.001 -0.011 0.000 -0.2841
H -1.822946 4.205429 -1.603173 -0.023 -0.026 0.014 0.0570
H 2.122543 -5.527720 -3.166440 -0.003 -0.013 -0.005 0.0729
C 0.214778 -4.572611 -3.384167 0.024 -0.030 0.056 -0.3150
C -1.605414 -3.042800 -3.791398 -0.156 0.047 0.035 -0.3043
H -0.225997 0.790606 4.911162 -0.022 -0.005 -0.012 0.1067
C -2.508736 -1.919526 -3.358716 0.294 -0.306 -0.293 -0.0930
H 0.403100 5.418780 -1.415663 0.028 0.024 -0.001 0.0580
H 0.343721 1.193731 -2.346512 -0.004 -0.076 -0.055 0.0433
H -1.251083 5.483504 -0.102007 0.001 0.025 -0.001 0.0568
H 1.883112 4.796767 1.892591 0.030 0.020 0.017 0.0576
C 0.734381 2.173593 -2.604896 0.012 0.046 0.044 -0.0868
N 2.109770 -3.249814 1.128041 0.023 0.129 0.069 0.1280
C -0.670349 -3.594574 -2.906798 -0.008 -0.072 0.077 -0.4616
O -2.659548 -0.247496 -1.305591 -0.056 0.710 0.777 0.0035
H 0.631319 4.824687 -3.057156 -0.001 0.002 -0.004 0.0879
H -1.462536 5.779098 1.615593 0.009 -0.003 0.013 0.0864
O -4.717733 0.464289 -0.831482 -0.089 0.101 0.024 0.1131
H -3.187207 -2.253253 -2.570815 0.068 0.036 -0.006 0.0634
H 2.130900 1.041465 1.675072 0.019 -0.104 0.047 0.0619
C -3.444792 -0.412881 0.962562 -0.106 -0.006 0.084 -0.2032
H -5.060156 0.860824 1.560436 0.002 0.013 0.017 0.1139
H 0.429781 2.387165 -3.633564 0.009 0.036 0.004 0.0892
H -2.910082 3.565654 1.876614 0.018 0.049 -0.004 0.0835
C 4.216254 -2.829071 4.130205 -0.049 0.010 -0.016 -0.1017
H 0.952172 -5.970794 -1.915533 0.018 0.022 0.047 0.0754
C 1.320028 -5.147280 -2.532801 -0.064 -0.004 -0.041 -0.0991
C 2.334209 2.079269 1.926902 -0.018 0.003 -0.002 -0.0858
C -1.375063 -2.784947 2.917544 -0.185 -0.217 -0.047 -0.6747
C 0.414588 0.084072 4.399725 0.076 -0.020 0.070 -0.0432
C -3.208554 -1.147704 3.551517 -0.064 -0.004 -0.050 0.0099
C 1.500085 -0.466862 5.007724 -0.003 0.087 -0.010 -0.0082
H -2.291967 2.159409 0.989326 -0.089 -0.057 0.039 0.0447
H 1.892187 4.578896 -1.857568 0.008 0.012 -0.033 0.0569
C 3.757893 -3.287541 2.886108 0.019 0.030 -0.018 -0.0356
```
Forces are in eV/Å.

## Properties
Charge ... -1
Lowest unoccupied orbital energy ... 2.2 eV
HOMO-LUMO gap ... 0.2484 Ha
Energy relative to the best compared isomer or geometry (same formula, charge and spin) ... 41.86 kcal/mol